Entry 1:
Molecular formula: C31H44N4OP2Tc
Method: DFT, wB97M-V/def2-TZVPD

```
! RIJCOSX wB97M-V def2-TZVPD def2/J DEFGRID3
* xyz 2 4
Tc -1.946 1.459 -0.315
P 2.544 0.321 -1.276
P -0.384 -2.327 -0.844
O -2.914 3.090 -0.110
N 3.695 -0.257 -0.032
N 3.790 0.681 -2.456
N -0.430 -3.652 -2.042
N -0.455 -3.480 0.511
C -1.166 -4.839 -3.830
C 0.085 2.851 1.153
C -0.131 -5.255 1.889
C -3.757 4.008 0.603
C -1.483 1.411 3.247
C -1.507 -4.860 1.979
C -3.753 0.849 -1.003
C 4.163 0.583 1.008
C -4.754 4.567 -0.420
C -2.931 5.113 1.250
C -1.410 -3.728 -3.035
C 0.032 -5.469 -3.333
C 2.035 -1.330 -1.897
C -1.413 0.030 1.097
C 0.433 -4.743 -2.209
C -0.106 3.438 2.364
C 4.195 -1.555 0.211
C -2.136 0.976 1.922
C -0.847 2.790 3.488
C 0.477 -4.409 0.967
C -1.690 -3.793 1.117
C 4.853 -1.539 1.439
C 5.667 0.536 -3.725
C -4.577 3.414 1.743
C 5.185 0.521 -2.421
C 4.536 0.701 -4.595
C 3.415 0.795 -3.805
C 1.467 -2.227 -0.783
C 0.805 1.529 0.967
C 4.957 -0.155 1.867
C 0.103 0.168 1.093
H -4.033 2.717 2.397
H -2.298 1.333 3.985
H -4.424 0.833 -0.122
H -5.461 3.755 -0.657
H -2.562 -3.222 0.869
H -5.474 2.905 1.369
H 1.989 -3.200 -0.768
H -1.755 -5.172 -4.670
H 2.365 0.908 -4.056
H 6.701 0.458 -4.012
H 5.160 -2.422 2.007
H -2.390 5.680 0.487
H -3.664 -0.165 -1.438
H 0.357 -6.068 2.414
H -4.247 4.860 -1.355
H 3.926 1.643 1.008
H -1.644 3.491 3.812
H -4.906 4.266 2.368
H 0.218 3.457 0.238
H 1.245 -4.928 -1.535
H 4.077 -2.360 -0.506
H -2.176 -2.972 -3.078
H -3.210 0.796 2.099
H 0.510 -0.447 0.277
H -5.302 5.441 -0.031
H 1.486 -4.447 0.576
H -2.276 -5.315 2.604
H 0.277 4.455 2.524
H 0.485 -0.317 1.997
H -2.239 4.706 1.997
H 0.551 -6.309 -3.765
H -3.570 5.829 1.788
H 2.877 -1.844 -2.385
H 1.695 -1.772 0.192
H -1.822 -1.002 1.005
H -4.176 1.552 -1.755
H 4.544 0.743 -5.674
H -0.158 2.669 4.348
H 1.208 1.576 -0.074
H -0.752 0.648 3.552
H 5.698 0.422 -1.467
H 5.557 0.233 2.695
H 1.285 -1.122 -2.682
H 1.686 1.501 1.637
*
```

Values from the calculation:
Relative energy (zero: lowest compared OMol25 entry of this formula, charge and spin) (eV): 2.394
Gap between HOMO and LUMO (spin up / spin down) (eV): 5.738 / 3.033
E_LUMO (spin up / spin down) (eV): -6.75 / -9.45

Entry 2:
Molecular formula: C31H45As3BBrNiO2
Method: DFT, wB97M-V/def2-TZVPD

```
! RIJCOSX wB97M-V def2-TZVPD def2/J DEFGRID3
* xyz 0 3
Br 1.047 -2.364 -0.997
As -2.059 -1.267 1.532
As -6.541 1.438 1.519
As -2.129 2.016 0.043
Ni 0.984 -0.092 -1.365
O 0.163 1.716 -2.153
O 0.937 2.951 -0.363
C 0.585 2.943 -2.598
C 3.645 -1.217 -1.375
C -3.599 1.146 2.641
C -6.165 3.373 1.410
C 3.620 -3.541 -0.589
C -3.992 1.760 3.993
C -2.993 2.290 1.811
C -4.832 0.517 1.975
C -2.169 3.927 -0.427
C 2.939 -0.036 -1.754
C 3.690 1.034 -2.185
C 2.587 7.606 -1.915
C 1.563 5.521 -2.941
C -3.613 1.495 -1.145
C 5.030 -3.561 -0.591
C 0.607 3.468 -3.871
C 2.988 -2.400 -0.972
C 3.330 6.810 -4.148
C 5.068 -1.274 -1.398
C -2.587 0.027 2.945
C 1.100 4.761 -4.017
C 5.776 -0.133 -1.835
C -3.433 -2.657 1.833
C 5.729 -2.457 -0.989
C 1.523 4.970 -1.658
C 5.099 0.986 -2.228
C 2.123 6.920 -3.201
C 1.041 7.798 -3.849
C 1.035 3.689 -1.514
C -7.353 1.508 3.312
C -0.691 -2.103 2.673
B 0.469 1.681 -0.721
H -4.623 2.640 3.851
H -1.487 4.490 0.209
H -8.376 1.872 3.220
H 1.869 5.505 -0.785
H -5.547 3.616 0.546
H 6.859 -0.168 -1.862
H 5.546 -4.461 -0.287
H 1.756 7.756 -1.223
H -3.727 0.412 -1.159
H -0.426 -3.085 2.286
H -3.687 -2.760 2.890
H 0.163 7.860 -3.205
H 1.126 5.177 -5.015
H -3.178 4.330 -0.312
H 0.268 2.900 -4.726
H -3.036 -3.607 1.473
H -1.857 4.058 -1.463
H 5.654 1.853 -2.570
H -3.752 3.057 1.660
H -3.104 2.071 4.548
H -1.651 0.480 3.290
H 3.208 1.952 -2.507
H -2.969 -0.578 3.773
H -4.340 -2.436 1.272
H 4.093 6.162 -3.713
H -6.810 2.168 3.986
H -5.704 3.771 2.314
H 3.363 7.025 -1.413
H 0.207 -1.484 2.680
H -7.389 0.509 3.746
H 3.055 -4.417 -0.299
H 0.728 7.396 -4.813
H 1.426 8.808 -4.010
H -4.511 0.059 1.038
H -3.366 1.827 -2.153
H -2.193 2.750 2.401
H 6.813 -2.471 -0.997
H -7.130 3.863 1.273
H -5.177 -0.308 2.609
H 3.005 8.585 -2.154
H -4.540 1.037 4.602
H 3.038 6.393 -5.112
H 3.769 7.794 -4.323
H -4.553 1.953 -0.837
H -1.058 -2.211 3.695
*
```

Values from the calculation:
Gap between HOMO and LUMO (spin up / spin down) (eV): 7.229 / 7.675
E_LUMO (spin up / spin down) (eV): 0.55 / 0.02

Entry 3:
Molecular formula: C31H45Br6Cl3O14
Method: DFT, wB97M-V/def2-TZVPD

```
! RIJCOSX wB97M-V def2-TZVPD def2/J DEFGRID3
* xyz 0 1
Br 6.357 0.281 0.537
Br -4.597 -0.734 0.710
Br 7.650 -2.625 1.031
Br -4.285 1.238 -1.724
Br -5.278 -1.776 -2.053
Br 4.693 -1.874 1.954
Cl -1.056 6.306 -3.304
Cl -2.895 4.066 -3.431
Cl -2.776 5.872 -1.027
O 2.789 -1.875 -4.372
O -3.806 3.941 3.144
O 0.904 -2.899 -3.771
O -1.684 -3.708 0.348
O -2.390 -4.871 -1.500
O -1.809 -1.687 -5.457
O 2.609 1.000 -1.174
O 2.859 2.460 -2.804
O 0.073 3.013 -0.959
O -2.266 -0.854 -3.401
O 0.069 -1.940 4.075
O 0.208 2.106 1.095
O 1.048 -3.265 5.624
O -3.795 5.451 4.779
C -2.230 -3.555 1.721
C 0.057 -0.280 -5.980
C 2.172 -2.392 -3.518
C -0.241 0.637 -0.678
C 0.249 0.809 1.622
C 1.312 -3.146 7.031
C -0.767 -1.527 -6.382
C 6.083 -1.518 0.763
C -3.047 -4.835 1.942
C -1.591 -0.833 -4.393
C -3.627 -5.061 0.555
C 3.344 3.868 -2.920
C -0.468 -0.121 0.613
C -4.071 -0.594 -1.130
C 0.239 -3.020 -2.511
C 3.083 2.050 -1.533
C -3.313 4.982 3.764
C 3.896 3.050 -0.664
C 1.257 -3.175 -1.432
C -2.069 5.551 3.115
C -2.501 -4.521 -0.366
C -1.861 5.030 -2.349
C -1.589 4.378 2.288
C 2.484 -2.464 -2.002
C 0.452 -2.118 5.190
C 4.441 3.976 -1.835
C -2.996 3.805 1.932
C 1.472 -1.634 7.305
C 0.032 2.025 -0.246
C 0.476 -1.065 6.294
C -0.361 -0.018 -4.564
H 5.377 3.585 -2.194
H -3.453 4.308 1.073
H -2.926 2.747 1.689
H -1.004 4.521 1.385
H -0.095 -2.358 -6.326
H -3.659 -6.061 0.155
H 3.291 3.514 0.049
H -1.065 3.624 2.846
H 4.492 5.076 -1.671
H -2.406 -5.657 2.234
H 0.367 -0.490 -3.950
H 3.385 -3.134 -2.011
H -0.533 -0.935 6.691
H -0.632 1.028 -4.302
H -0.365 -2.141 -2.319
H -4.563 -4.560 0.279
H 0.910 -2.719 -0.488
H 0.418 -3.618 7.566
H -1.115 0.758 -1.353
H -1.379 5.887 3.958
H -0.029 0.753 2.639
H -0.184 -1.204 0.558
H -3.116 -1.007 -1.282
H 1.114 -0.432 -6.034
H -1.196 -1.394 -7.343
H -1.222 4.285 -1.867
H 5.759 -1.929 -0.180
H -2.348 6.420 2.499
H 2.795 -1.529 -1.538
H 1.288 0.555 1.658
H -2.861 -2.699 1.719
H -3.797 -4.629 2.690
H -0.161 0.520 -6.613
H 3.619 4.064 -3.967
H -1.536 -0.105 0.775
H -0.378 -3.924 -2.476
H 2.456 -1.386 6.967
H 2.492 4.476 -2.718
H 0.764 -0.084 5.921
H 2.138 -3.776 7.210
H 1.308 -4.239 -1.265
H 0.591 0.282 -1.285
H 4.596 2.459 0.009
H 1.301 -1.354 8.340
H -1.375 -3.409 2.321
*
```

Values from the calculation:
Gap between HOMO and LUMO (eV): 9.681
E_LUMO (eV): -0.09

What did the first record say?
Molecular formula: C31H44N4OP2Tc
Method: DFT, wB97M-V/def2-TZVPD

```
! RIJCOSX wB97M-V def2-TZVPD def2/J DEFGRID3
* xyz 2 4
Tc -1.946 1.459 -0.315
P 2.544 0.321 -1.276
P -0.384 -2.327 -0.844
O -2.914 3.090 -0.110
N 3.695 -0.257 -0.032
N 3.790 0.681 -2.456
N -0.430 -3.652 -2.042
N -0.455 -3.480 0.511
C -1.166 -4.839 -3.830
C 0.085 2.851 1.153
C -0.131 -5.255 1.889
C -3.757 4.008 0.603
C -1.483 1.411 3.247
C -1.507 -4.860 1.979
C -3.753 0.849 -1.003
C 4.163 0.583 1.008
C -4.754 4.567 -0.420
C -2.931 5.113 1.250
C -1.410 -3.728 -3.035
C 0.032 -5.469 -3.333
C 2.035 -1.330 -1.897
C -1.413 0.030 1.097
C 0.433 -4.743 -2.209
C -0.106 3.438 2.364
C 4.195 -1.555 0.211
C -2.136 0.976 1.922
C -0.847 2.790 3.488
C 0.477 -4.409 0.967
C -1.690 -3.793 1.117
C 4.853 -1.539 1.439
C 5.667 0.536 -3.725
C -4.577 3.414 1.743
C 5.185 0.521 -2.421
C 4.536 0.701 -4.595
C 3.415 0.795 -3.805
C 1.467 -2.227 -0.783
C 0.805 1.529 0.967
C 4.957 -0.155 1.867
C 0.103 0.168 1.093
H -4.033 2.717 2.397
H -2.298 1.333 3.985
H -4.424 0.833 -0.122
H -5.461 3.755 -0.657
H -2.562 -3.222 0.869
H -5.474 2.905 1.369
H 1.989 -3.200 -0.768
H -1.755 -5.172 -4.670
H 2.365 0.908 -4.056
H 6.701 0.458 -4.012
H 5.160 -2.422 2.007
H -2.390 5.680 0.487
H -3.664 -0.165 -1.438
H 0.357 -6.068 2.414
H -4.247 4.860 -1.355
H 3.926 1.643 1.008
H -1.644 3.491 3.812
H -4.906 4.266 2.368
H 0.218 3.457 0.238
H 1.245 -4.928 -1.535
H 4.077 -2.360 -0.506
H -2.176 -2.972 -3.078
H -3.210 0.796 2.099
H 0.510 -0.447 0.277
H -5.302 5.441 -0.031
H 1.486 -4.447 0.576
H -2.276 -5.315 2.604
H 0.277 4.455 2.524
H 0.485 -0.317 1.997
H -2.239 4.706 1.997
H 0.551 -6.309 -3.765
H -3.570 5.829 1.788
H 2.877 -1.844 -2.385
H 1.695 -1.772 0.192
H -1.822 -1.002 1.005
H -4.176 1.552 -1.755
H 4.544 0.743 -5.674
H -0.158 2.669 4.348
H 1.208 1.576 -0.074
H -0.752 0.648 3.552
H 5.698 0.422 -1.467
H 5.557 0.233 2.695
H 1.285 -1.122 -2.682
H 1.686 1.501 1.637
*
```

Values from the calculation:
Relative energy (zero: lowest compared OMol25 entry of this formula, charge and spin) (eV): 2.394
Gap between HOMO and LUMO (spin up / spin down) (eV): 5.738 / 3.033
E_LUMO (spin up / spin down) (eV): -6.75 / -9.45

Q: What is the formula in the first record?
A: C31H44N4OP2Tc